(1)
This record from the Open Molecules 2025 dataset describes C53H71CsN5O5P as an isolated structure in a non-equilibrium geometry. The level of theory is ωB97M-V/def2-TZVPD.

Geometry as XYZ:
```
136
Properties=species:S:1:pos:R:3:lowdin_charge:R:1
Cs 0.77 -0.68 1.14 1.0356
C 2.05 -6.43 3.06 0.0157
C 1.36 -5.49 2.10 -0.5163
O 0.36 -4.87 2.42 0.0329
N 1.89 -5.42 0.86 0.0848
C 1.49 -4.36 -0.05 -0.1290
C 0.07 -4.46 -0.58 -0.2673
C -0.45 -5.67 -1.02 -0.0104
C -1.70 -5.67 -1.62 -0.0699
C -2.39 -4.47 -1.75 -0.0614
C -1.80 -3.33 -1.24 -0.1305
N -0.59 -3.31 -0.67 0.1134
H 2.05 -5.97 4.05 0.0844
H 3.07 -6.67 2.77 0.0780
H 1.48 -7.35 3.12 0.0879
H 2.80 -5.80 0.72 0.1368
H 2.17 -4.41 -0.91 0.1298
H 1.65 -3.39 0.41 0.0519
H 0.12 -6.57 -0.91 0.1152
H -2.12 -6.59 -2.00 0.1124
H -3.36 -4.43 -2.21 0.1136
H -2.32 -2.38 -1.28 0.0902
O -4.55 -6.61 0.22 0.1054
C -5.22 -5.46 0.48 -0.4831
O -6.40 -5.39 0.24 0.1191
C -4.42 -4.33 1.02 -0.1509
C -4.91 -3.04 0.85 -0.0048
C -4.18 -1.94 1.28 -0.0091
C -2.95 -2.14 1.89 -0.2773
C -2.44 -3.42 2.07 -0.0059
C -3.18 -4.51 1.64 -0.0130
N -2.15 -1.05 2.32 0.0779
C -2.51 -0.46 3.38 -0.0927
C -1.70 0.61 4.00 -0.2953
C -2.12 1.15 5.21 -0.0247
C -1.34 2.13 5.81 -0.0569
C -0.17 2.52 5.18 -0.0462
C 0.17 1.91 3.98 -0.1258
N -0.58 0.99 3.38 0.0691
H -3.60 -6.46 0.32 0.0751
H -5.87 -2.91 0.37 0.1237
H -4.56 -0.94 1.14 0.1148
H -1.47 -3.57 2.51 0.0876
H -2.77 -5.50 1.82 0.1244
H -3.41 -0.76 3.93 0.1387
H -3.03 0.80 5.67 0.1145
H -1.64 2.58 6.75 0.1102
H 0.47 3.27 5.61 0.1077
H 1.10 2.17 3.47 0.1141
N 0.52 -2.21 4.12 0.0060
C 1.65 -1.83 4.98 -0.2711
C 2.96 -2.16 4.28 -0.1165
C 2.95 -1.56 2.88 -0.8377
O 2.79 -0.32 2.79 -0.2742
O 2.96 -2.35 1.89 -0.1797
H -0.35 -2.19 4.64 0.0644
H 0.65 -3.15 3.77 0.0408
H 1.63 -2.31 5.97 0.1033
H 1.61 -0.75 5.14 0.0995
H 3.09 -3.25 4.21 0.1020
H 3.80 -1.75 4.85 0.1149
C -2.87 5.70 1.95 -0.0760
C -3.10 4.30 1.39 -0.3751
C -3.22 3.29 2.52 -0.0546
C -2.05 3.87 0.38 -0.1746
C -0.77 4.41 0.34 0.0230
C 0.13 4.09 -0.66 -0.1260
C 1.44 4.86 -0.73 -0.3707
C 2.17 4.86 0.62 -0.0641
C 1.19 6.30 -1.19 -0.0472
C -0.23 3.15 -1.65 -0.0886
C -1.49 2.55 -1.58 -0.1333
C -2.37 2.93 -0.58 0.0183
C -1.98 1.58 -2.64 -0.3659
C -3.04 2.23 -3.54 -0.0429
C -2.52 0.30 -2.00 -0.0750
C 0.57 3.07 -2.93 -0.1849
C 0.22 4.08 -3.83 -0.0406
C 0.83 4.22 -5.06 -0.0649
C 1.83 3.33 -5.42 -0.0698
C 2.18 2.32 -4.55 -0.1031
C 1.57 2.14 -3.30 -0.2822
P 2.02 0.71 -2.21 1.1515
C 1.83 -0.80 -3.35 -0.6710
C 2.73 -0.95 -4.58 -0.0832
C 2.01 -2.06 -2.50 -0.1266
C 0.37 -0.77 -3.82 -0.1005
C 3.85 0.95 -1.84 -0.6903
C 4.76 1.47 -2.95 -0.0901
C 3.89 1.95 -0.68 -0.1040
C 4.41 -0.38 -1.31 -0.0898
H -3.73 6.01 2.56 0.0783
H -2.74 6.44 1.16 0.0838
H -1.99 5.73 2.60 0.0762
H -4.05 4.31 0.85 0.1363
H -2.29 3.27 3.11 0.0681
H -3.39 2.28 2.14 0.0735
H -4.04 3.55 3.19 0.0847
H -0.49 5.16 1.07 0.1063
H 2.07 4.38 -1.47 0.1104
H 1.63 5.45 1.36 0.0733
H 3.16 5.31 0.50 0.0845
H 2.30 3.85 1.01 0.0717
H 0.55 6.82 -0.49 0.0808
H 0.71 6.32 -2.17 0.0678
H 2.13 6.84 -1.26 0.0817
H -3.37 2.50 -0.57 0.1218
H -1.14 1.33 -3.27 0.0959
H -3.90 2.56 -2.96 0.0797
H -3.39 1.53 -4.30 0.0815
H -2.62 3.10 -4.05 0.0743
H -3.46 0.48 -1.48 0.0771
H -1.80 -0.09 -1.27 0.0652
H -2.70 -0.46 -2.76 0.0806
H -0.56 4.78 -3.54 0.1223
H 0.53 5.01 -5.74 0.1058
H 2.33 3.41 -6.38 0.1052
H 2.96 1.64 -4.84 0.0732
H 3.79 -0.93 -4.31 0.0647
H 2.54 -0.20 -5.34 0.0666
H 2.53 -1.92 -5.04 0.0887
H 3.06 -2.31 -2.36 0.0656
H 1.54 -2.91 -3.01 0.0904
H 1.56 -1.98 -1.51 0.0167
H 0.17 0.08 -4.47 0.0790
H -0.31 -0.73 -2.97 0.0540
H 0.15 -1.69 -4.38 0.0929
H 4.48 2.47 -3.27 0.0758
H 4.78 0.81 -3.83 0.0617
H 5.79 1.52 -2.57 0.0886
H 3.52 2.93 -0.99 0.0576
H 4.92 2.08 -0.35 0.0939
H 3.31 1.60 0.17 0.0702
H 4.58 -1.10 -2.12 0.0662
H 3.76 -0.84 -0.56 0.0707
H 5.37 -0.19 -0.83 0.0930
```

Computed properties:
Energy above the lowest of the compared OMol25 structures with the same formula, charge and spin in eV: 0.000
E_LUMO in Ha: -0.00681


(2)
This record from the Open Molecules 2025 dataset describes C53H79BBaN6P2Se2 as an isolated structure in a non-equilibrium geometry. The level of theory is ωB97M-V/def2-TZVPD.

Geometry as XYZ:
```
144
Properties=species:S:1:pos:R:3:lowdin_charge:R:1
Ba 0.06 -1.10 0.43 1.4726
C -2.63 1.42 4.27 -0.0563
C -2.48 1.28 2.76 -0.3646
C -2.63 -0.19 2.37 -0.1218
C -1.18 1.91 2.32 -0.2924
C -0.75 3.21 2.59 0.0295
C 0.51 3.30 2.06 -0.2122
C 1.43 4.49 2.16 -0.3647
C 1.92 4.66 3.59 -0.0399
C 0.73 5.75 1.66 -0.0535
N 0.82 2.11 1.48 0.0339
N -0.25 1.25 1.65 -0.0523
B 2.24 1.64 1.00 -0.4685
N 2.74 0.48 1.93 0.0436
N 2.17 -0.76 1.89 -0.0874
C 2.78 -1.50 2.81 -0.2870
C 3.76 -0.76 3.47 0.0407
C 3.70 0.50 2.89 -0.1981
C 4.55 1.69 3.21 -0.3644
C 4.59 1.93 4.71 -0.0663
C 5.97 1.49 2.66 -0.0520
C 2.39 -2.94 3.02 -0.3963
C 1.81 -3.15 4.41 -0.0777
C 3.57 -3.87 2.76 -0.0583
N 2.37 1.21 -0.52 0.0511
N 1.93 0.00 -0.95 -0.1098
C 2.47 -0.25 -2.13 -0.2976
C 3.29 0.82 -2.50 0.0199
C 3.20 1.73 -1.47 -0.2045
C 3.82 3.10 -1.46 -0.3411
C 2.74 4.18 -1.39 -0.0391
C 4.95 3.32 -0.46 -0.0518
C 2.16 -1.55 -2.81 -0.3620
C 3.27 -1.95 -3.78 -0.0645
C 0.81 -1.51 -3.53 -0.0838
H -3.55 0.96 4.61 0.0787
H -1.80 0.94 4.79 0.0909
H -2.64 2.47 4.58 0.0731
H -3.28 1.85 2.29 0.1264
H -1.85 -0.80 2.81 0.0054
H -3.58 -0.57 2.76 0.0893
H -2.66 -0.37 1.29 0.0331
H -1.29 3.98 3.12 0.1166
H 2.30 4.32 1.53 0.0938
H 1.08 4.87 4.27 0.0855
H 2.42 3.77 3.96 0.0623
H 2.62 5.50 3.66 0.0842
H -0.15 5.97 2.26 0.0781
H 1.39 6.61 1.72 0.0821
H 0.40 5.64 0.63 0.0672
H 2.96 2.56 1.13 0.0837
H 4.41 -1.07 4.26 0.1159
H 4.12 2.56 2.73 0.0987
H 5.10 1.12 5.23 0.0766
H 5.14 2.85 4.94 0.0814
H 3.59 2.02 5.13 0.0778
H 6.45 0.65 3.16 0.0827
H 5.95 1.27 1.59 0.0687
H 6.58 2.38 2.82 0.0823
H 1.60 -3.18 2.30 0.0613
H 2.56 -2.91 5.17 0.0802
H 0.95 -2.51 4.59 0.0700
H 1.50 -4.18 4.55 0.0764
H 4.37 -3.69 3.47 0.0786
H 3.26 -4.91 2.87 0.0790
H 3.97 -3.74 1.76 0.0806
H 3.87 0.93 -3.40 0.1147
H 4.27 3.17 -2.46 0.1344
H 2.11 4.06 -0.51 0.0524
H 3.19 5.17 -1.34 0.0877
H 2.08 4.14 -2.25 0.0758
H 4.59 3.52 0.54 0.0560
H 5.61 2.45 -0.42 0.0785
H 5.55 4.18 -0.77 0.0816
H 2.11 -2.32 -2.03 0.1282
H 3.32 -1.26 -4.62 0.0798
H 4.25 -1.97 -3.30 0.0827
H 3.07 -2.94 -4.19 0.0814
H 0.86 -0.88 -4.42 0.0831
H 0.51 -2.51 -3.82 0.0793
H 0.02 -1.10 -2.90 0.0161
Se -1.36 -3.65 2.49 0.2538
P -2.01 -4.43 0.59 0.1068
Se -1.37 -3.34 -1.17 0.1540
C -3.82 -4.55 0.48 -0.4259
C -4.40 -5.03 -0.69 -0.1174
C -5.78 -5.08 -0.82 -0.0793
C -6.59 -4.63 0.22 -0.0861
C -6.02 -4.14 1.38 -0.0812
C -4.63 -4.10 1.51 -0.1061
C -1.43 -6.15 0.42 -0.4078
C -0.09 -6.39 0.12 -0.1134
C 0.39 -7.68 0.04 -0.0807
C -0.46 -8.75 0.27 -0.0865
C -1.79 -8.52 0.57 -0.0804
C -2.27 -7.22 0.65 -0.0815
H -3.77 -5.36 -1.51 0.1003
H -6.22 -5.47 -1.73 0.1029
H -7.66 -4.67 0.11 0.1006
H -6.64 -3.79 2.18 0.1022
H -4.17 -3.72 2.41 0.0534
H 0.58 -5.55 -0.07 0.0893
H 1.43 -7.85 -0.19 0.1028
H -0.09 -9.76 0.21 0.1006
H -2.46 -9.35 0.76 0.1025
H -3.31 -7.06 0.90 0.1036
C -3.33 2.72 -0.48 -0.0966
C -2.40 2.86 -1.68 -0.6785
C -3.01 3.83 -2.69 -0.0765
C -1.07 3.45 -1.17 -0.0986
P -2.00 1.13 -2.32 1.1534
C -1.15 1.54 -3.88 -0.3582
C -1.75 1.78 -5.12 -0.0933
C -1.00 2.15 -6.22 -0.0776
C 0.38 2.31 -6.11 -0.0824
C 0.99 2.09 -4.89 -0.0761
C 0.23 1.70 -3.79 -0.1305
C -3.60 0.24 -2.72 -0.6881
C -4.76 1.02 -3.33 -0.0896
C -3.22 -0.92 -3.66 -0.1003
C -4.10 -0.39 -1.41 -0.1181
H -3.39 3.69 0.03 0.0943
H -2.96 1.99 0.24 0.0491
H -4.34 2.44 -0.77 0.0672
H -3.18 4.79 -2.20 0.0869
H -3.96 3.48 -3.09 0.0599
H -2.34 4.01 -3.53 0.0770
H -1.28 4.41 -0.69 0.0836
H -0.38 3.63 -1.99 0.0663
H -0.59 2.80 -0.44 0.0589
H -2.82 1.67 -5.23 0.0843
H -1.49 2.32 -7.17 0.1032
H 0.96 2.60 -6.97 0.1012
H 2.06 2.20 -4.78 0.0963
H 0.73 1.51 -2.84 0.0788
H -4.53 1.51 -4.27 0.0613
H -5.15 1.79 -2.65 0.0644
H -5.58 0.33 -3.52 0.0868
H -2.90 -0.58 -4.64 0.0699
H -4.10 -1.56 -3.79 0.0903
H -2.43 -1.54 -3.24 0.0194
H -4.38 0.36 -0.67 0.0589
H -3.36 -1.05 -0.98 0.0200
H -4.99 -0.99 -1.63 0.0910
```

Computed properties:
E_LUMO in Ha: 0.01875


> Which of these has the highest E_LUMO?

C53H79BBaN6P2Se2


> What is the E_LUMO in the first record?

-0.00681 Ha